[1]
15
Properties=species:S:1:pos:R:3:nbo_charge:R:1 method="wB97M-V/def2-TZVPD" total_energy_ev=-8170.545 charge=+1 homo_ev=-14.047 orbital_gap_ha=0.391 relative_energy_kcal_mol=98.7
C -0.60 0.63 -1.13 -0.2984
C 0.28 0.59 -0.01 0.5195
N -1.09 0.55 0.28 -0.2216
N 1.24 1.35 0.46 -0.7678
N 1.07 -1.26 0.14 -0.8954
N -1.76 -0.57 0.80 -0.6456
H -0.92 1.53 -1.53 0.2443
H -0.65 -0.27 -1.78 0.2118
H 1.81 1.79 -0.27 0.4306
H 1.29 1.52 1.46 0.4360
H 2.15 -1.04 0.04 0.4260
H 0.83 -1.53 1.00 0.4024
H 0.74 -1.80 -0.62 0.4029
H -1.76 -1.19 -0.04 0.3533
H -2.63 -0.30 1.20 0.4020

[2]
19
Properties=species:S:1:pos:R:3:nbo_charge:R:1 method="wB97M-V/def2-TZVPD" total_energy_ev=-20147.605 charge=+1 homo_ev=-12.552 orbital_gap_ha=0.254 relative_energy_kcal_mol=0.0
Sn -1.66 2.29 0.36 1.6155
O -2.77 4.77 -0.02 -1.1142
H -3.39 4.53 -0.73 0.4387
C 2.09 0.68 0.17 0.7940
O 0.89 0.93 -0.02 -0.7756
N 2.76 1.29 1.18 -0.8138
N 2.80 -0.25 -0.50 -0.8140
H 2.23 1.90 1.78 0.4114
H 3.71 1.07 1.42 0.4065
H 3.80 -0.13 -0.36 0.3987
H 2.51 -0.75 -1.32 0.4244
C -1.71 -1.54 -0.35 0.8067
O -1.97 -0.33 -0.43 -0.7865
N -2.63 -2.53 -0.51 -0.8138
N -0.49 -2.01 -0.01 -0.8327
H -2.37 -3.36 -0.01 0.3931
H -3.60 -2.31 -0.66 0.4197
H -0.34 -3.00 -0.05 0.4125
H 0.15 -1.23 0.06 0.4292

[3]
13
Properties=species:S:1:pos:R:3:nbo_charge:R:1 method="wB97M-V/def2-TZVPD" total_energy_ev=-5756.316 homo_ev=-9.084 orbital_gap_ha=0.362 relative_energy_kcal_mol=27.8
H 0.96 0.71 -0.35 0.4529
O 1.93 1.39 -0.44 -1.0737
N -0.14 -0.02 -0.41 -0.5810
H 2.58 0.84 -0.72 0.4334
H -0.39 -0.18 -1.34 0.3777
C -1.22 0.71 0.27 -0.4353
H -1.35 1.78 -0.23 0.2248
H -2.18 0.18 0.30 0.1925
H -0.90 1.01 1.33 0.2178
C 0.11 -1.34 0.25 -0.4228
H -0.77 -2.01 0.29 0.1889
H 0.92 -1.86 -0.23 0.2119
H 0.43 -1.20 1.28 0.2127

[4]
13
Properties=species:S:1:pos:R:3:nbo_charge:R:1 method="wB97M-V/def2-TZVPD" total_energy_ev=-5754.718 homo_ev=-10.052 smiles=[H][H].C1CO1.N orbital_gap_ha=0.409 relative_energy_kcal_mol=64.7
H 0.46 1.48 3.82 0.0046
H 0.61 0.78 3.58 -0.0046
C -1.84 -0.99 -1.17 -0.1068
C -0.89 -0.92 -0.06 -0.1368
O -1.55 0.26 -0.62 -0.4840
H -2.77 -1.55 -1.02 0.1814
H -1.35 -1.17 -2.18 0.1733
H -1.30 -1.39 0.86 0.1800
H 0.21 -1.01 -0.15 0.1938
N 2.22 0.91 -0.91 -1.0837
H 2.56 1.93 -1.11 0.3608
H 1.19 1.00 -1.06 0.3675
H 2.43 0.67 0.01 0.3546

[5]
13
Properties=species:S:1:pos:R:3:nbo_charge:R:1 method="wB97M-V/def2-TZVPD" total_energy_ev=-5755.035 homo_ev=-8.734 smiles=CN.CO orbital_gap_ha=0.354 relative_energy_kcal_mol=57.4
C -2.15 -0.43 -0.01 -0.4234
N -1.25 0.77 0.07 -0.8079
H -2.24 -0.87 0.97 0.1968
H -3.10 -0.23 -0.60 0.1787
H -1.55 -1.13 -0.67 0.1682
H -1.51 1.44 -0.82 0.3473
H -1.55 1.28 0.91 0.3445
C 2.55 -0.03 0.15 -0.2713
O 1.23 0.31 -0.42 -0.6878
H 2.93 0.78 0.77 0.1772
H 2.36 -0.90 0.84 0.1631
H 3.39 -0.23 -0.61 0.1629
H 0.88 -0.77 -0.57 0.4517

[6]
14
Properties=species:S:1:pos:R:3:nbo_charge:R:1 method="wB97M-V/def2-TZVPD" total_energy_ev=-7803.812 homo_ev=-9.269 smiles=COCN.O orbital_gap_ha=0.361 relative_energy_kcal_mol=21.1
C -0.76 -0.85 1.73 -0.2452
O 0.58 -0.74 1.36 -0.5402
C 0.89 -0.40 0.08 0.1173
N 2.14 0.24 -0.04 -0.8147
H -1.11 0.19 1.63 0.1635
H -0.89 -1.17 2.77 0.1968
H -1.40 -1.49 1.08 0.1732
H 0.94 -1.26 -0.62 0.1440
H 0.14 0.32 -0.32 0.1061
H 1.97 1.19 0.31 0.3430
H 2.34 0.34 -1.04 0.3560
O -1.72 0.86 -2.13 -0.9401
H -1.07 1.54 -1.83 0.4678
H -2.05 1.21 -2.99 0.4724

[7]
14
Properties=species:S:1:pos:R:3:nbo_charge:R:1 method="wB97M-V/def2-TZVPD" total_energy_ev=-7804.314 homo_ev=-9.048 smiles=CNCO.O orbital_gap_ha=0.366 relative_energy_kcal_mol=9.5
C 0.68 -2.39 -0.80 -0.4114
N 0.72 -1.22 0.06 -0.6489
C -0.02 -0.07 -0.34 0.0930
O -1.38 -0.02 0.07 -0.7271
H 1.05 -2.13 -1.79 0.1934
H 1.37 -3.14 -0.39 0.1986
H -0.30 -2.88 -0.91 0.1697
H 0.62 -1.50 1.04 0.3576
H 0.01 -0.03 -1.43 0.1627
H 0.50 0.82 0.03 0.1505
H -1.45 -0.58 0.85 0.4617
O -0.52 4.11 1.51 -0.9293
H -0.13 4.18 0.62 0.4648
H -1.15 4.85 1.48 0.4647

[8]
15
Properties=species:S:1:pos:R:3:nbo_charge:R:1 method="wB97M-V/def2-TZVPD" total_energy_ev=-9843.179 homo_ev=-9.371 orbital_gap_ha=0.152 relative_energy_kcal_mol=241.4
O 0.71 -1.59 0.76 -0.5194
C 0.41 -0.23 0.54 -0.0992
C -0.19 0.20 -0.73 -0.3053
N -0.88 1.49 -0.49 -0.6308
H -0.24 0.02 1.27 0.2581
H -0.82 -0.64 -1.11 0.2996
H 0.58 0.24 -1.51 0.2902
H 0.25 2.56 2.52 0.4411
H -1.73 1.52 -1.12 0.3868
H 0.63 -3.22 -1.64 0.4422
H 1.33 0.31 0.80 0.2737
O 0.54 -2.33 -1.52 -0.9192
H -1.06 1.63 0.52 0.4340
H 0.58 -1.96 -0.16 0.4836
O -0.08 2.00 1.86 -0.8352

[9]
15
Properties=species:S:1:pos:R:3:nbo_charge:R:1 method="wB97M-V/def2-TZVPD" total_energy_ev=-9848.814 homo_ev=-8.781 orbital_gap_ha=0.309 relative_energy_kcal_mol=111.4
O -0.86 -0.25 1.73 -0.7274
C -1.11 -0.20 0.43 0.0475
C -0.43 -1.16 -0.39 0.1615
N -0.62 -1.34 -1.75 -0.7655
H -1.26 0.81 0.05 0.2554
H -1.70 -1.20 0.10 0.2684
H 0.02 -2.04 0.06 0.2396
H 0.24 -1.58 -2.21 0.4202
H -1.19 -0.59 -2.13 0.3988
H 2.09 0.97 1.78 0.4583
H 0.15 0.13 1.78 0.5296
O 1.33 0.80 1.23 -1.2246
H 1.87 1.56 -1.71 0.4579
H 1.21 1.40 -0.26 0.5176
O 1.04 1.67 -1.21 -1.0373

[10]
16
Properties=species:S:1:pos:R:3:nbo_charge:R:1 method="wB97M-V/def2-TZVPD" total_energy_ev=-11899.639 homo_ev=-9.523 smiles="NCC(=O)O.O.O" orbital_gap_ha=0.366 relative_energy_kcal_mol=27.5
N 0.82 2.21 -1.47 -0.8277
C 0.73 0.77 -1.20 -0.3410
C -0.45 0.27 -0.33 0.7815
O -0.81 0.87 0.68 -0.6130
O -0.88 -0.97 -0.79 -0.7129
H -0.06 2.58 -1.85 0.3626
H 1.59 2.41 -1.97 0.3578
H 0.77 0.25 -2.13 0.2038
H 1.50 0.69 -0.41 0.2176
H -1.46 -1.32 -0.07 0.5040
O 1.25 -0.40 2.16 -0.9344
H 1.37 -0.68 1.24 0.4600
H 0.95 0.46 2.14 0.4771
O -2.00 -2.24 1.05 -0.9327
H -1.50 -3.08 1.05 0.4939
H -1.83 -1.81 1.91 0.5035